# 1
This record from the OMol25 dataset describes 2 unconnected molecules or ions with the total composition C2H7O. The level of theory is ωB97M-V/def2-TZVPD.

For the electronic energy, the calculation gives -4233.524 eV. The lowest unoccupied orbital energy comes out at 4.2 eV. The calculation puts the relative energy (zero: lowest compared OMol25 entry of this formula, charge and spin) at 0.775 eV.

Geometry as ORCA input:
```
! RIJCOSX wB97M-V def2-TZVPD def2/J DEFGRID3
* xyz -1 1
O -2.3676 -0.3286 -0.5017
C 1.8672 -0.1886 0.0022
C 0.5307 0.5705 0.4947
H 2.1033 0.1173 -1.0570
H -0.2488 0.2662 -0.0503
H -3.0365 -0.8854 -0.2728
H 1.7457 -1.3179 -0.1006
H 2.7672 0.2796 0.4647
H 0.4323 0.2662 1.5855
H 0.7902 1.6108 0.4628
*
```


# 2
This record from the OMol25 dataset describes a molecular structure, C15H23AlCl36N. The level of theory is ωB97M-V/def2-TZVPD.

For the electronic energy, the calculation gives -474822.858 eV. The lowest unoccupied orbital energy comes out at 1.8 eV.

Geometry as ORCA input:
```
! RIJCOSX wB97M-V def2-TZVPD def2/J DEFGRID3
* xyz -1 1
Cl 6.4989 -0.4767 0.0622
Cl 4.3158 -1.7346 1.5339
Cl -1.3436 0.5826 5.7027
Cl 0.3489 -8.0710 3.3375
Cl -0.3547 5.4758 -4.7630
Cl 4.9793 1.0494 2.0121
Cl 0.6855 -12.7310 -0.2052
Cl 3.9171 8.8332 -2.3256
Cl 0.6708 -1.0112 2.8742
Cl 1.2366 7.8529 -2.8817
Cl -4.3366 8.7193 -5.7404
Cl 0.5279 -10.3705 -1.8961
Cl -0.3026 -10.2203 0.8770
Cl -0.5141 -3.2717 4.2783
Cl -3.1916 4.6150 -2.9095
Cl 8.1605 3.5658 2.1289
Cl -6.8423 -5.0284 0.2824
Cl 8.9284 4.1778 4.8656
Cl 2.6831 -8.1289 1.6005
Cl -3.4570 0.7407 3.7163
Cl -4.4057 -3.5538 -0.3517
Cl -1.7360 -5.5473 1.3253
Cl -4.4765 7.9473 -2.9441
Cl -5.0284 -4.2270 2.4086
Cl -1.0406 2.6809 -5.2205
Cl -5.3759 2.8515 -2.2033
Cl -1.9448 8.7905 -4.0892
Cl 0.2844 -6.5652 -0.4876
Cl 1.6661 -3.6659 2.3826
Cl 0.9936 3.3738 -3.2810
Cl -0.5243 -3.7557 -0.5959
Cl 6.2297 3.2742 4.2748
Cl 3.0165 -7.8432 4.4679
Cl 1.9499 10.5841 -3.5584
Cl -3.7424 4.0477 -0.1199
Cl -3.8824 -0.7541 6.1773
Al -1.9527 0.0390 -1.6452
N 2.3940 -0.0721 -0.4853
C 2.2042 9.2451 -2.4307
C 0.1174 0.8480 0.0764
C -5.6807 -3.8040 0.8217
C -1.0928 1.5311 -0.5917
C -4.4484 4.2612 -1.7182
C 1.9885 -7.4757 3.0793
C 4.9097 -0.2381 0.8073
C 7.6140 4.1845 3.6841
C 0.2342 -2.7030 2.7758
C -3.4748 7.9711 -4.3919
C -2.7045 -0.2520 4.9565
C 0.2466 3.8019 -4.8096
C 1.4585 1.0671 -0.6247
C -0.2043 -11.2418 -0.5468
C -1.0338 -5.4029 -0.2945
H -1.2073 -11.5216 -0.8408
H -0.7728 2.3744 -1.2143
H -0.7526 -0.5622 -2.6135
H 2.2167 -0.5103 0.4156
H -1.7835 1.9044 0.1700
H 1.9239 -6.4001 2.9847
H 7.3042 5.2119 3.5454
H -0.0327 -0.2458 0.0799
H 2.1249 -0.7802 -1.1608
H -2.3194 -1.1459 4.4824
H 1.3017 1.2091 -1.6975
H 0.2139 1.1401 1.1323
H 1.8851 9.5788 -1.4520
H 4.1898 0.0529 0.0418
H -3.2862 0.4292 -2.4951
H -3.2588 6.9435 -4.6600
H 1.9644 1.9556 -0.2258
H -2.2627 -1.1174 -0.5110
H -1.8071 -5.6475 -1.0119
H -5.1136 5.1144 -1.6805
H 1.0000 3.7606 -5.5850
H -0.4805 -2.8394 1.9709
H -6.2164 -2.8697 0.9282
*
```


# 3
This record from the OMol25 dataset describes a molecular structure, C23H25EuN2OS. The level of theory is ωB97M-V/def2-TZVPD.

For the electronic energy, the calculation gives -59449.463 eV. The lowest unoccupied orbital energy (alpha / beta) comes out at -1.2 / -0.4 eV. The calculation puts the relative energy (zero: lowest compared OMol25 entry of this formula, charge and spin) at 0.000 eV.

Geometry as ORCA input:
```
! RIJCOSX wB97M-V def2-TZVPD def2/J DEFGRID3
* xyz 0 7
Eu -0.2495 0.3173 0.3652
S 0.0608 0.0233 5.3269
O -0.3656 0.7973 -2.0284
N -1.2092 1.4376 -4.0091
N -0.6532 0.7136 2.7291
C -0.4871 -2.3943 -0.5287
C 1.9715 1.5482 1.2816
C 3.5217 2.1439 -4.1866
C 2.4301 0.5709 -0.7488
C 1.2569 0.8561 -5.2314
C -0.3529 0.4104 3.8562
C 1.1219 2.0004 -4.4316
C -2.5849 0.0027 -2.5067
C -2.4208 -1.5240 -2.1329
C -2.3254 -1.3970 0.4899
C -0.2386 2.5533 -4.1276
C -0.2971 -2.4659 0.8825
C 2.5372 0.3526 -5.5067
C 2.3149 0.1773 1.5026
C -1.4676 -1.9341 1.4990
C 2.0562 1.7978 -0.1240
C -1.6523 -2.2366 -3.2519
C 3.6653 1.0053 -4.9923
C -1.3153 0.7466 -2.8613
C 2.2506 2.6427 -3.9060
C 2.5661 -0.4422 0.2416
C -3.8246 -2.1325 -1.9703
C -1.7304 -1.7239 -0.7909
H 0.3601 0.3579 -5.6242
H 0.5853 -2.8443 1.4079
H 2.6430 -0.5355 -6.1360
H -3.7563 -3.1435 -1.5409
H -0.2427 3.1632 -3.2089
H -2.0037 1.4286 -4.6526
H -4.4405 -1.5162 -1.3000
H -0.6081 -1.9016 -3.3063
H -4.3417 -2.2053 -2.9333
H 1.8668 2.7428 -0.6427
H 2.0951 3.5244 -3.2718
H -1.6752 -1.9807 2.5723
H 4.3912 2.6680 -3.7851
H -2.9774 0.5364 -1.6139
H 2.9040 -1.4641 0.0630
H 0.1667 -2.8426 -1.2956
H -1.6630 -3.3250 -3.1032
H -3.3190 0.0910 -3.3267
H 2.6810 0.4551 -1.8059
H -2.1237 -2.0283 -4.2214
H 4.6677 0.6413 -5.2288
H 1.6442 2.2395 2.0576
H 2.3981 -0.2680 2.5002
H -3.2672 -0.8484 0.6302
H -0.5629 3.2089 -4.9497
*
```


# 4
This record from the OMol25 dataset describes a molecular structure, C13H18N4O5Sn. The level of theory is ωB97M-V/def2-TZVPD.

For the electronic energy, the calculation gives -35799.531 eV. The lowest unoccupied orbital energy comes out at 4.5 eV. The calculation puts the relative energy (zero: lowest compared OMol25 entry of this formula, charge and spin) at 4.029 eV.

Geometry as ORCA input:
```
! RIJCOSX wB97M-V def2-TZVPD def2/J DEFGRID3
* xyz -2 1
Sn -0.0517 0.2417 -0.0283
O -6.1852 -0.9825 -4.1819
O 0.4682 1.8220 1.2484
O -3.9701 2.0477 -0.9442
O -1.9439 1.6098 -0.1292
O -5.1292 -2.8966 -4.6864
N -1.8513 -0.7718 -1.5111
N 0.6956 -1.8943 -0.8159
N 2.1276 -0.1297 0.9254
N -0.7282 -1.0164 1.6911
C -5.2487 -1.7938 -4.1113
C -1.0014 -2.3310 1.0928
C -1.9470 -1.9348 -2.1927
C -4.0228 -0.2546 -2.4531
C 1.8613 -1.0244 2.0401
C 2.8794 -0.7066 -0.1491
C 2.1661 -1.9250 -0.8336
C -2.9627 1.3403 -0.8338
C -2.9361 0.0367 -1.6353
C -2.9947 -2.2524 -3.0220
C 0.1021 -2.8546 0.1332
C 0.4255 -1.0155 2.6217
C -4.0841 -1.4083 -3.1959
H 3.0124 0.0766 -0.8973
H -0.3488 -3.7067 -0.3883
H 2.5087 -2.8560 -0.3726
H -1.1822 -2.7005 -2.0904
H 2.5005 -0.7795 2.8995
H -1.9423 -2.2483 0.5515
H 3.8880 -1.0409 0.1546
H 2.1255 -2.0419 1.7461
H -4.8361 0.4567 -2.4951
H 0.3512 -1.8933 3.2832
H 0.2721 -1.8649 -1.7318
H -1.5529 -0.5801 2.0938
H 0.9178 -3.2493 0.7352
H -1.1300 -3.1015 1.8664
H 0.3167 -0.1100 3.2179
H 2.5069 -1.9508 -1.8682
H 2.3636 0.8198 1.2230
H -3.0032 -3.2037 -3.5421
*
```


# 5
This record from the OMol25 dataset describes 2 unconnected molecules or ions with the total composition C3H5NOS. The level of theory is ωB97M-V/def2-TZVPD.

For the electronic energy, the calculation gives -17562.748 eV. The SMILES is CN=C=O.C=S. The lowest unoccupied orbital energy comes out at -0.7 eV. The calculation puts the relative energy (zero: lowest compared OMol25 entry of this formula, charge and spin) at 2.519 eV.

Geometry as ORCA input:
```
! RIJCOSX wB97M-V def2-TZVPD def2/J DEFGRID3
* xyz 0 1
S -1.9991 0.5637 -0.6560
O 0.8480 -2.5902 -0.8267
N 1.4433 -0.4273 -0.0723
C 1.3965 0.9669 -0.2065
C -2.2914 -0.2149 0.7273
C 1.0385 -1.5007 -0.4765
H -1.4306 -0.5239 1.3723
H 0.4746 1.4273 -0.3357
H -3.4061 -0.6266 0.8803
H 1.9041 1.5494 0.7267
H 2.0223 1.3762 -1.1330
*
```